Run a
The following is a DFT calculation (wB97M-V/def2-TZVPD) of a cluster of 2 separate species, C5H14 in total.

## Properties
2S+1: 1
SMILES string: CCC.CC

Last column: Mulliken charge in e.
CARTESIAN COORDINATES (ANGSTROEM)
H -0.04 -2.35 -0.64  0.16
H -0.07 -0.28 0.95  0.25
H 1.82 -1.39 -1.61  0.22
H -1.29 2.68 0.41  0.31
H 0.62 2.40 2.25  0.23
H -0.88 -1.66 -2.00  0.27
C 0.35 0.73 1.02  -1.10
H 0.16 1.12 0.02  0.27
H -1.60 3.42 2.06  0.32
C 1.31 -2.12 -2.24  -0.79
H 1.83 -3.08 -2.28  0.27
C -0.11 -2.38 -1.73  -0.75
H -0.41 -3.37 -2.03  0.34
C -1.39 2.52 1.49  -1.14
H -0.54 1.25 2.96  0.24
H 1.40 -1.70 -3.23  0.28
H 1.41 0.48 1.07  0.36
C -0.21 1.73 2.04  -0.05
H -2.35 1.99 1.50  0.30


Run b
The following is a DFT calculation (wB97M-V/def2-TZVPD) of a cluster of 2 separate species, C5H14 in total.

## Properties
2S+1: 1
SMILES string: CCC.CC

Last column: Mulliken charge in e.
CARTESIAN COORDINATES (ANGSTROEM)
C 1.72 -1.16 0.57  -1.31
H 0.79 -0.28 -1.14  0.12
H 2.36 -1.13 -1.50  0.32
C 2.56 0.91 -0.49  -0.97
H 0.92 -0.76 1.14  0.30
H 2.59 -1.16 1.23  0.38
C -2.60 1.01 0.33  -0.72
H -2.35 -0.89 -0.63  0.25
C -2.97 -0.42 0.11  -0.93
H -3.23 1.38 1.12  0.30
C 1.85 -0.40 -0.85  -0.12
H -3.03 -1.12 1.04  0.24
H 1.76 1.70 -0.40  0.25
H 1.56 -2.17 0.56  0.45
H -1.52 1.23 0.67  0.17
H 3.28 1.21 -1.32  0.26
H 3.06 1.04 0.44  0.34
H -2.87 1.60 -0.51  0.29
H -3.87 -0.59 -0.38  0.41


Run c
The following is a DFT calculation (wB97M-V/def2-TZVPD) of a cluster of 2 separate species, C5H14 in total.

## Properties
2S+1: 1
SMILES string: CCC.CC

Last column: Mulliken charge in e.
CARTESIAN COORDINATES (ANGSTROEM)
C -0.18 -1.08 1.38  -0.17
C -1.40 -1.14 0.44  -1.07
H 0.81 -0.98 0.86  0.11
C 1.30 0.30 -2.03  -0.72
C 0.61 1.60 -1.63  -0.57
H -1.78 -0.13 0.03  0.26
H -0.57 -0.11 3.41  0.30
H 0.33 1.21 -0.63  0.00
H 0.65 -0.13 -2.96  0.19
H 1.15 2.47 -1.67  0.33
H -1.40 -1.69 -0.54  0.31
H 2.28 0.17 -2.52  0.34
H -2.25 -1.76 0.94  0.29
H -0.09 -2.05 1.90  0.41
C -0.24 0.19 2.37  -1.02
H -1.02 0.79 1.98  0.29
H -0.11 2.10 -2.33  0.27
H 1.19 -0.47 -1.29  0.14
H 0.71 0.72 2.31  0.30


Which of them is the most stable? Correct choice: run a.


Run a
The following is a DFT calculation (wB97M-V/def2-TZVPD) of a cluster of 2 separate species, C5H14 in total.

## Properties
2S+1: 1
SMILES string: CCC.CC

Last column: Mulliken charge in e.
CARTESIAN COORDINATES (ANGSTROEM)
H -1.70 -0.41 -1.23  0.34
H 0.03 0.26 3.51  0.25
H 0.42 -0.58 -2.67  0.23
H 1.35 2.00 -1.45  0.36
C 0.54 -0.87 1.78  -0.68
H -0.94 -1.17 3.45  0.32
H 1.44 -0.23 1.38  0.19
C 0.79 1.06 -1.23  -0.91
H -0.20 -0.79 0.96  0.07
H 0.09 1.21 -0.36  0.28
C -1.44 0.28 -2.02  -1.33
H 0.95 -1.76 1.50  0.46
C 0.05 0.46 -2.30  -0.03
H -2.11 0.05 -2.92  0.30
H 0.77 -1.34 3.85  0.27
H 0.18 1.08 -3.13  0.29
H 1.69 0.42 -0.85  0.12
C 0.05 -0.81 3.28  -0.88
H -1.96 1.15 -1.56  0.36


Run b
The following is a DFT calculation (wB97M-V/def2-TZVPD) of a cluster of 2 separate species, C5H14 in total.

## Properties
2S+1: 1
SMILES string: CCC.CC

Last column: Mulliken charge in e.
CARTESIAN COORDINATES (ANGSTROEM)
H -0.33 1.91 -1.74  0.31
H -2.98 0.41 -1.61  0.35
H -2.30 -1.19 -1.25  0.34
H 3.03 -1.35 0.28  0.24
H 1.97 0.49 1.52  0.24
H -1.71 0.47 0.56  0.31
C -2.06 -0.16 -1.49  -1.29
C -0.80 1.90 -0.75  -1.22
H -1.54 -0.14 -2.45  0.33
C 2.08 -1.56 0.77  -0.76
H -0.28 -0.15 -0.33  -0.27
C 1.67 -0.52 1.80  -0.78
H -0.09 2.33 -0.05  0.31
C -1.18 0.46 -0.40  0.46
H -1.68 2.54 -0.81  0.34
H 2.12 -2.54 1.24  0.28
H 2.14 -0.72 2.76  0.33
H 0.60 -0.53 1.97  0.22
H 1.34 -1.67 -0.02  0.25


Run c
The following is a DFT calculation (wB97M-V/def2-TZVPD) of a cluster of 2 separate species, C5H14 in total.

## Properties
2S+1: 1
SMILES string: CCC.CC

Last column: Mulliken charge in e.
CARTESIAN COORDINATES (ANGSTROEM)
H -1.07 -1.62 0.48  0.32
C 1.20 -0.04 1.70  -0.03
C -0.75 -0.41 -1.28  0.09
H 0.41 0.31 2.36  0.36
H -2.08 -0.09 0.41  0.32
H -1.91 0.14 -3.16  0.31
H 0.98 0.03 0.66  -0.40
H 0.12 0.06 -0.84  -0.06
H -0.64 1.20 -2.64  0.34
H -0.39 -1.24 -1.88  0.24
C 2.51 0.76 1.89  -0.94
H 3.42 0.18 1.95  0.29
H -2.22 1.17 -1.83  0.29
C -1.43 0.55 -2.28  -1.18
C -1.64 -0.92 -0.13  -1.19
H 2.68 1.21 0.90  0.26
H -2.46 -1.50 -0.56  0.40
H 2.48 1.58 2.60  0.25
H 1.41 -1.08 1.98  0.30


Run d
The following is a DFT calculation (wB97M-V/def2-TZVPD) of a cluster of 2 separate species, C5H14 in total.

## Properties
2S+1: 1
SMILES string: CCC.CC

Last column: Mulliken charge in e.
CARTESIAN COORDINATES (ANGSTROEM)
C 1.81 2.74 0.37  -0.70
H 0.22 -0.51 -1.73  0.26
H -1.40 -3.52 0.58  0.32
H -0.10 1.60 0.39  -0.08
H -1.39 -0.79 -2.20  0.29
C -1.14 -1.61 -0.23  0.07
C -0.61 -2.90 0.50  -1.18
C -0.61 -1.18 -1.60  -1.02
H 0.15 2.31 2.00  0.32
H -0.42 -2.54 1.49  0.31
H -2.30 -1.57 -0.36  0.27
H -0.09 -2.13 -2.07  0.30
H 2.46 2.94 1.25  0.21
H -0.91 -0.86 0.55  0.02
C 0.30 2.52 0.93  -0.48
H 1.99 1.73 -0.14  0.20
H -0.19 3.34 0.43  0.24
H 1.87 3.65 -0.24  0.28
H 0.37 -3.21 0.09  0.35


Which of them is the most stable? Correct choice: run b.


Run a
The following is a DFT calculation (wB97M-V/def2-TZVPD) of a cluster of 2 separate species, C5H14 in total.

## Properties
2S+1: 1
SMILES string: CCC.CC

Last column: Mulliken charge in e.
CARTESIAN COORDINATES (ANGSTROEM)
C -1.92 0.75 1.69  -0.98
C 1.67 -1.79 -0.76  -0.81
C -1.18 1.29 0.37  0.13
H 0.67 1.24 1.56  0.35
H 2.55 -2.44 -0.80  0.34
H -1.73 2.15 -0.03  0.29
H 2.21 -0.85 -0.98  0.21
H -1.05 0.62 2.34  0.22
C 0.19 1.82 0.76  -1.29
H -0.06 -1.24 -1.98  0.23
H -2.55 -0.13 1.65  0.34
C 0.77 -1.92 -2.03  -0.76
H 1.40 -1.52 -2.83  0.25
H 0.49 -2.97 -2.16  0.27
H -1.15 0.47 -0.35  -0.02
H 0.11 2.73 1.38  0.38
H 0.91 1.99 -0.03  0.31
H -2.47 1.65 2.00  0.27
H 1.15 -1.86 0.19  0.26


Run b
The following is a DFT calculation (wB97M-V/def2-TZVPD) of a cluster of 2 separate species, C5H14 in total.

## Properties
2S+1: 1
SMILES string: CCC.CC

Last column: Mulliken charge in e.
CARTESIAN COORDINATES (ANGSTROEM)
H 0.75 0.71 -3.01  0.31
H -0.32 0.92 -1.70  0.28
C -0.51 1.70 2.63  -0.94
H 1.24 -0.48 -0.23  0.14
C -0.84 0.22 2.32  -0.74
H 0.35 -1.89 -3.01  0.25
H 0.14 1.65 3.48  0.28
H 0.13 -0.29 2.51  0.24
H -1.33 -0.21 3.22  0.32
H 0.03 2.08 1.81  0.28
H 1.21 -2.29 -0.53  0.29
C 1.33 -1.33 -0.99  -0.88
C -0.13 0.29 -2.52  -1.08
H -1.31 2.33 2.88  0.32
H 2.30 -1.24 -1.48  0.36
H -1.26 0.07 1.34  0.23
H -0.98 0.51 -3.19  0.33
C 0.05 -1.23 -2.07  -0.26
H -0.86 -1.53 -1.44  0.25


Run c
The following is a DFT calculation (wB97M-V/def2-TZVPD) of a cluster of 2 separate species, C5H14 in total.

## Properties
2S+1: 1
SMILES string: CCC.CC

Last column: Mulliken charge in e.
CARTESIAN COORDINATES (ANGSTROEM)
H -2.48 -0.87 -1.96  0.25
H 3.34 0.60 -0.40  0.31
C -2.28 1.07 -1.13  -0.67
C 2.30 0.35 -0.17  -0.98
H 1.93 0.09 -1.16  0.26
H -4.04 -0.15 -1.58  0.28
H 1.03 -1.36 2.65  0.33
H -2.14 1.54 -2.09  0.31
C 2.23 -0.85 0.81  -0.14
H 3.18 -1.06 1.26  0.28
C 1.24 -0.55 1.94  -1.19
H -2.65 1.86 -0.48  0.30
H 1.70 0.24 2.53  0.33
H 0.26 -0.20 1.60  0.25
H 1.71 1.16 0.24  0.27
H -2.96 -0.80 -0.30  0.26
H 1.91 -1.71 0.22  0.27
H -1.27 0.89 -0.75  0.05
C -3.01 -0.26 -1.24  -0.79


Which of them is the most stable? Correct choice: run c.